# 1
# C49H50ClN4O6Ti

A structure of composition C49H50ClN4O6Ti (wB97M-V/def2-TZVPD, the OMol25 dataset).

Structure (XYZ):
```
111
C49H50ClN4O6Ti, DFT wB97M-V/def2-TZVPD
Ti -0.07 -1.40 2.00
C -4.30 2.78 0.24
C -3.95 2.21 1.45
C -2.66 1.78 1.69
C -1.67 1.90 0.71
C -2.03 2.49 -0.51
C -3.32 2.91 -0.74
N -0.34 1.53 0.99
N -0.19 0.59 2.02
C -0.08 1.14 3.29
C 0.19 2.45 3.65
C 0.28 2.79 4.99
C 0.10 1.83 5.98
C -0.18 0.51 5.63
C -0.27 0.17 4.29
H -5.31 3.11 0.05
H -4.69 2.09 2.23
H -2.41 1.34 2.65
H -1.29 2.61 -1.29
H -3.57 3.35 -1.70
H 0.32 3.19 2.87
H 0.51 3.81 5.27
H 0.18 2.10 7.02
H -0.32 -0.26 6.38
C 0.81 5.44 1.42
C 0.52 4.43 0.30
C 0.04 5.18 -0.95
C 1.74 3.57 -0.02
C 2.92 4.26 -0.26
C 4.08 3.61 -0.66
C 4.07 2.24 -0.78
C 2.92 1.49 -0.51
C 3.05 -0.02 -0.59
C 3.27 -0.50 -2.02
C 4.21 -0.51 0.29
C 1.73 2.16 -0.16
N 0.54 1.38 -0.08
C 0.16 0.54 -1.15
C -0.41 -0.71 -1.08
N -0.59 -1.50 0.04
C -1.13 -2.81 -0.25
C -0.24 -3.84 -0.62
C -0.75 -5.10 -0.89
C -2.11 -5.36 -0.82
C -2.97 -4.34 -0.46
C -2.51 -3.06 -0.15
C -3.55 -2.03 0.26
C -3.67 -0.85 -0.70
C -3.41 -1.57 1.71
C 1.26 -3.63 -0.72
C 1.78 -4.01 -2.11
C 1.99 -4.44 0.36
C -0.79 -1.09 -2.49
C -1.42 -2.14 -3.11
C -1.57 -2.12 -4.53
C -1.11 -1.09 -5.31
C -0.46 0.01 -4.70
C 0.06 1.17 -5.34
C 0.64 2.16 -4.60
C 0.74 2.09 -3.18
C 0.24 0.99 -2.54
C -0.35 -0.03 -3.32
H -0.13 5.87 1.78
H 1.44 6.26 1.07
H 1.32 4.98 2.26
H -0.29 3.80 0.64
H 0.81 5.87 -1.30
H -0.85 5.76 -0.72
H -0.20 4.50 -1.76
H 2.93 5.33 -0.16
H 4.98 4.18 -0.86
H 4.97 1.72 -1.06
H 2.14 -0.46 -0.20
H 4.18 -0.05 -2.44
H 2.44 -0.24 -2.68
H 3.40 -1.58 -2.04
H 5.18 -0.24 -0.14
H 4.17 -1.60 0.37
H 4.15 -0.11 1.30
H -0.07 -5.90 -1.17
H -2.49 -6.34 -1.04
H -4.03 -4.54 -0.38
H -4.50 -2.57 0.21
H -2.80 -0.20 -0.65
H -4.54 -0.25 -0.44
H -3.78 -1.19 -1.74
H -2.57 -0.88 1.82
H -3.29 -2.40 2.39
H -4.30 -1.00 1.99
H 1.48 -2.58 -0.55
H 1.56 -5.05 -2.35
H 2.86 -3.88 -2.16
H 1.33 -3.39 -2.89
H 1.83 -5.51 0.22
H 1.66 -4.17 1.36
H 3.07 -4.25 0.30
H -1.81 -2.99 -2.58
H -2.06 -2.96 -4.99
H -1.24 -1.11 -6.39
H 0.00 1.25 -6.42
H 1.04 3.03 -5.10
H 1.24 2.89 -2.64
O -2.17 -4.15 3.56
C -1.02 -4.07 3.22
O -0.52 -3.19 2.38
H -0.24 -4.75 3.61
O 2.29 -3.11 3.93
Cl 2.49 -1.71 3.61
O 1.85 -1.55 2.14
O 3.89 -1.42 3.40
O -0.49 -1.08 3.84
```

Energy relative to the best compared isomer or geometry (same formula, charge and spin) ... 1.7 kcal/mol
Spin multiplicity ... 1
E_tot ... -3877.377813 Eh
Net charge ... -1
HOMO-LUMO gap ... 6.45 eV



# 2
# C49H50CsGe2N11O2S3Sb

A structure of composition C49H50CsGe2N11O2S3Sb at a distorted geometry (wB97M-V/def2-TZVPD, the OMol25 dataset).

Structure (XYZ):
```
119
C49H50CsGe2N11O2S3Sb, DFT wB97M-V/def2-TZVPD
Cs 1.09 0.98 0.44
C -1.07 5.50 1.38
C -0.22 4.46 1.71
N -0.68 3.29 2.11
C -1.99 3.14 2.23
C -2.84 4.18 1.83
N -2.40 5.35 1.41
C -2.47 1.87 2.79
C -3.71 1.82 3.37
C -4.17 0.65 4.00
C -3.31 -0.46 3.90
C -2.09 -0.37 3.27
N -1.59 0.82 2.77
C -1.27 -1.58 3.09
C -1.72 -2.85 3.49
N -1.00 -3.95 3.40
C 0.22 -3.81 2.87
C 0.65 -2.59 2.40
N -0.08 -1.48 2.49
C -5.45 0.57 4.67
C -6.47 1.52 4.47
C -7.69 1.38 5.10
N -8.01 0.38 5.93
C -7.04 -0.52 6.14
C -5.79 -0.48 5.55
H -0.68 6.47 1.06
H 0.86 4.57 1.65
H -3.92 4.04 1.83
H -4.30 2.73 3.40
H -3.62 -1.40 4.32
H -2.72 -2.98 3.88
H 0.85 -4.69 2.80
H 1.61 -2.51 1.91
H -6.32 2.35 3.80
H -8.47 2.12 4.93
H -7.28 -1.33 6.82
H -5.07 -1.24 5.81
C 2.53 -3.12 -4.02
C 1.57 -2.19 -3.27
Ge 1.53 -2.53 -1.32
C -0.37 -2.62 -0.83
C -1.07 -3.72 -1.62
C 2.51 -4.20 -0.90
C 3.60 -3.86 -0.18
Ge 3.54 -1.87 -0.06
C 4.89 -1.21 -1.35
C 6.23 -1.93 -1.24
C 4.12 -1.01 1.62
C 3.57 -1.39 2.99
C 4.63 -4.81 0.30
C 5.30 -4.56 1.50
C 6.26 -5.44 1.98
C 6.59 -6.57 1.25
C 5.95 -6.82 0.04
C 4.98 -5.94 -0.43
H 2.55 -2.89 -5.09
H 2.25 -4.17 -3.90
H 3.56 -3.03 -3.64
H 0.56 -2.32 -3.64
H 1.83 -1.15 -3.43
H -0.84 -1.65 -1.04
H -0.48 -2.80 0.23
H -1.05 -3.53 -2.70
H -2.12 -3.81 -1.33
H -0.60 -4.69 -1.45
H 2.30 -5.24 -1.18
H 5.00 -0.14 -1.18
H 4.47 -1.32 -2.36
H 6.66 -1.84 -0.24
H 6.97 -1.54 -1.95
H 6.13 -3.00 -1.44
H 4.04 0.07 1.48
H 5.20 -1.22 1.57
H 2.57 -1.00 3.17
H 4.20 -0.95 3.77
H 3.55 -2.47 3.15
H 5.04 -3.67 2.07
H 6.75 -5.23 2.92
H 7.35 -7.25 1.62
H 6.22 -7.69 -0.54
H 4.50 -6.13 -1.38
S -0.69 3.22 5.44
Sb 0.43 1.53 4.44
S 0.55 -0.42 5.58
S 2.29 2.05 3.19
N -1.26 0.82 -3.42
C -2.34 0.41 -3.49
H -0.24 1.21 -3.39
N -8.12 4.86 -6.23
C -7.17 4.69 -5.62
C -5.97 4.49 -4.84
C -5.04 5.52 -4.72
C -3.89 5.33 -3.97
C -3.66 4.11 -3.36
C -4.58 3.07 -3.49
C -5.73 3.27 -4.22
N -2.48 3.92 -2.61
C -1.24 4.49 -2.86
C -0.43 4.03 -1.88
N -1.12 3.20 -1.02
C -2.33 3.16 -1.48
H -5.23 6.47 -5.20
H -3.18 6.14 -3.85
H -4.36 2.10 -3.06
H -6.44 2.46 -4.34
H -1.05 5.07 -3.75
H 0.63 4.22 -1.76
H -3.15 2.61 -1.05
O 2.28 0.57 -1.72
C 2.34 1.35 -2.68
C 3.65 1.97 -3.16
C 3.22 2.84 -4.33
C 1.70 2.64 -4.38
O 0.98 3.21 -5.17
N 1.29 1.76 -3.41
H 4.35 1.17 -3.42
H 4.09 2.52 -2.33
H 3.63 2.53 -5.28
H 3.44 3.90 -4.20
```

Energy relative to the best compared isomer or geometry (same formula, charge and spin) ... 0.0 kcal/mol
Spin multiplicity ... 2
E_tot ... -8258.936223 Eh
Net charge ... -2
⟨S²⟩ ... 0.775
HOMO-LUMO gap (alpha / beta) ... 4.01 / 6.02 eV



# 3
# C49H51AsN8O3SSeY

A structure of composition C49H51AsN8O3SSeY (wB97M-V/def2-TZVPD, the OMol25 dataset).

Structure (XYZ):
```
115
C49H51AsN8O3SSeY, DFT wB97M-V/def2-TZVPD
Y -1.04 0.93 0.28
C 2.10 -0.20 3.51
C 1.65 0.48 4.65
C 0.36 0.94 4.67
C -0.47 0.73 3.56
N -0.01 0.19 2.42
C 1.25 -0.29 2.43
N -1.80 1.06 3.78
C -2.77 0.91 2.95
N -2.78 0.53 1.62
C -4.08 0.66 1.14
N -4.57 0.53 -0.04
C -3.92 0.19 -1.22
C -4.78 0.02 -2.31
C -4.29 -0.35 -3.54
C -2.92 -0.54 -3.68
C -2.12 -0.30 -2.59
N -2.59 0.04 -1.37
C -4.96 1.05 2.27
C -6.33 1.26 2.32
C -6.86 1.64 3.54
C -6.04 1.81 4.66
C -4.67 1.60 4.60
C -4.16 1.21 3.37
H 3.10 -0.61 3.45
H 2.30 0.61 5.50
H -0.07 1.42 5.53
H 1.57 -0.76 1.51
H -5.84 0.18 -2.14
H -4.96 -0.50 -4.38
H -2.47 -0.81 -4.62
H -1.05 -0.40 -2.68
H -6.94 1.13 1.44
H -7.92 1.82 3.63
H -6.49 2.12 5.60
H -4.03 1.73 5.45
O -0.63 4.26 -3.03
S -1.76 3.54 -2.51
O -2.44 2.61 -3.35
N -1.33 2.82 -1.07
C -1.92 3.45 -0.02
O -1.67 3.06 1.14
C -2.86 4.53 -0.41
C -3.65 5.31 0.41
C -4.48 6.24 -0.20
C -4.50 6.38 -1.59
C -3.70 5.59 -2.41
C -2.89 4.67 -1.78
H -3.63 5.18 1.49
H -5.12 6.87 0.40
H -5.16 7.11 -2.04
H -3.72 5.70 -3.48
C 4.93 -4.52 -3.07
C 3.42 -4.32 -2.94
C 3.03 -2.87 -2.66
C 3.33 -2.41 -1.24
N 2.55 -3.15 -0.24
C 1.25 -2.93 0.06
Se 0.17 -1.66 -0.72
N 0.87 -3.82 0.99
C -0.47 -3.98 1.59
C -1.21 -5.19 1.04
C -1.62 -5.08 -0.42
C -2.80 -4.14 -0.64
C 1.94 -4.65 1.30
C 2.06 -5.70 2.20
C 3.30 -6.30 2.29
C 4.38 -5.88 1.50
C 4.26 -4.83 0.60
C 3.01 -4.23 0.52
H 5.18 -5.56 -3.29
H 5.46 -4.26 -2.15
H 5.34 -3.90 -3.87
H 3.02 -4.98 -2.16
H 2.94 -4.64 -3.87
H 1.97 -2.71 -2.86
H 3.58 -2.21 -3.34
H 3.09 -1.36 -1.10
H 4.38 -2.55 -0.98
H -1.01 -3.05 1.40
H -0.31 -4.05 2.66
H -2.11 -5.32 1.66
H -0.60 -6.08 1.21
H -1.88 -6.08 -0.79
H -0.76 -4.76 -1.03
H -3.66 -4.46 -0.05
H -3.11 -4.13 -1.69
H -2.56 -3.11 -0.37
H 1.23 -6.02 2.82
H 3.44 -7.12 2.98
H 5.33 -6.38 1.59
H 5.10 -4.51 0.01
C 1.70 3.56 1.03
As 1.70 1.97 -0.10
C 3.46 1.30 0.35
C 2.06 2.71 -1.88
C 3.38 3.40 -2.02
C 3.51 4.73 -1.64
C 4.74 5.38 -1.74
C 5.85 4.69 -2.21
C 5.72 3.37 -2.60
C 4.50 2.73 -2.51
H 2.62 4.13 0.87
H 1.66 3.23 2.07
H 0.84 4.19 0.83
H 4.12 2.15 0.50
H 3.85 0.70 -0.47
H 3.43 0.69 1.26
H 1.23 3.38 -2.11
H 1.99 1.85 -2.56
H 2.65 5.28 -1.30
H 4.82 6.42 -1.45
H 6.80 5.19 -2.29
H 6.58 2.83 -3.00
H 4.40 1.70 -2.83
```

Energy relative to the best compared isomer or geometry (same formula, charge and spin) ... 18.7 kcal/mol
Spin multiplicity ... 1
E_tot ... -7635.387796 Eh
Net charge ... +1
HOMO-LUMO gap ... 7.56 eV



# 4
# C49H51IrN4O3PS3Sb

A structure of composition C49H51IrN4O3PS3Sb (wB97M-V/def2-TZVPD, the OMol25 dataset).

Structure (XYZ):
```
113
C49H51IrN4O3PS3Sb, DFT wB97M-V/def2-TZVPD
Ir -1.51 0.05 0.48
C 0.83 -1.79 2.72
C -0.34 -1.05 3.26
N -1.22 -0.34 2.59
C -2.07 0.35 3.42
C -1.90 0.10 4.74
S -0.60 -0.97 4.95
C -2.93 1.37 2.80
C -3.90 2.08 3.41
S -4.52 3.23 2.32
C -3.44 2.71 1.11
N -2.68 1.71 1.48
C -3.41 3.40 -0.20
H 1.25 -1.26 1.87
H 0.55 -2.79 2.38
H 1.59 -1.89 3.50
H -2.42 0.54 5.57
H -4.27 1.99 4.42
H -4.23 4.12 -0.28
H -3.50 2.68 -1.01
H -2.48 3.95 -0.30
O -3.49 -0.71 0.56
N -3.80 -1.99 0.36
C -4.56 -2.31 -0.69
C -4.90 -3.62 -0.94
C -4.44 -4.61 -0.07
C -3.68 -4.25 1.02
C -3.37 -2.92 1.23
H -4.88 -1.47 -1.29
H -5.51 -3.85 -1.79
H -4.69 -5.65 -0.25
H -3.31 -4.99 1.72
H -2.82 -2.55 2.07
C -3.07 0.45 -2.71
P -1.50 0.48 -1.78
C -0.49 -0.58 -2.85
C -0.77 2.09 -2.19
H -2.84 0.67 -3.75
H -3.81 1.16 -2.35
H -3.49 -0.56 -2.66
H -0.55 -0.21 -3.87
H -0.84 -1.61 -2.80
H 0.55 -0.54 -2.51
H -0.88 2.28 -3.26
H 0.30 2.07 -1.96
H -1.22 2.90 -1.63
C -1.35 8.29 -0.34
C -1.27 7.16 0.65
C -1.97 7.26 1.86
C -1.91 6.23 2.79
C -1.14 5.12 2.53
C -0.45 5.00 1.33
N 0.24 3.79 1.10
C 1.57 3.65 0.75
C 2.44 4.74 0.87
C 3.77 4.63 0.52
C 4.29 3.43 0.05
C 3.45 2.34 -0.05
C 2.10 2.41 0.29
C 1.30 1.16 0.12
O 1.74 0.18 -0.46
O 0.10 1.23 0.62
C -0.52 6.01 0.37
C 0.16 5.89 -0.97
H -1.84 9.16 0.10
H -1.92 8.00 -1.23
H -0.36 8.59 -0.68
H -2.54 8.15 2.06
H -2.45 6.32 3.73
H -1.05 4.32 3.26
H -0.26 2.93 1.22
H 2.05 5.67 1.25
H 4.41 5.49 0.63
H 5.33 3.34 -0.22
H 3.81 1.39 -0.42
H 0.40 4.85 -1.20
H 1.11 6.43 -0.99
H -0.46 6.29 -1.76
S -0.84 -2.09 -0.05
Sb 1.69 -2.99 -0.89
C 0.80 -4.92 -0.67
C 0.57 -5.43 0.61
C -0.14 -6.61 0.79
C -0.63 -7.30 -0.31
C -0.41 -6.80 -1.59
C 0.30 -5.62 -1.76
C 3.29 -3.20 0.50
C 3.83 -4.44 0.83
C 4.92 -4.52 1.70
C 5.47 -3.37 2.23
C 4.93 -2.13 1.90
C 3.85 -2.05 1.04
C 2.79 -3.24 -2.72
C 4.18 -3.24 -2.71
C 4.89 -3.32 -3.90
C 4.22 -3.41 -5.11
C 2.83 -3.39 -5.13
C 2.12 -3.30 -3.94
H 0.96 -4.91 1.48
H -0.29 -7.00 1.79
H -1.17 -8.22 -0.18
H -0.78 -7.33 -2.45
H 0.47 -5.25 -2.77
H 3.42 -5.35 0.42
H 5.33 -5.49 1.95
H 6.31 -3.43 2.90
H 5.36 -1.22 2.32
H 3.43 -1.08 0.79
H 4.73 -3.18 -1.77
H 5.97 -3.33 -3.88
H 4.77 -3.48 -6.03
H 2.30 -3.45 -6.07
H 1.04 -3.26 -3.97
```

Energy relative to the best compared isomer or geometry (same formula, charge and spin) ... 4.9 kcal/mol
Spin multiplicity ... 2
E_tot ... -4222.905647 Eh
Net charge ... +1
⟨S²⟩ ... 0.759
HOMO-LUMO gap (alpha / beta) ... 5.99 / 6.58 eV